Formula: C44H51BCsN9O2Sb2
Source: OMol25
Level of theory: wB97M-V/def2-TZVPD

Properties
* energy relative to the best compared isomer or geometry (same formula, charge and spin): 0.0 kJ/mol
* Kohn-Sham gap: 6.445 eV
* net charge: -2
* LUMO energy: 0.13735 Ha
* max |F|: 0.098 eV/A

Element x y z (Å)
Cs1 -1.012 0.760 -0.356
C1 3.407 1.719 1.442
C2 2.951 2.828 0.543
C3 3.838 3.418 -0.352
C4 3.437 4.435 -1.205
C5 2.117 4.858 -1.168
C6 1.202 4.284 -0.295
C7 -0.232 4.737 -0.295
C8 1.613 3.263 0.585
N1 0.637 2.641 1.367
C9 0.724 2.679 2.679
O1 1.578 3.247 3.399
C10 -0.403 1.952 3.422
C11 -0.549 2.224 4.779
C12 -1.562 1.596 5.481
C13 -2.389 0.709 4.818
C14 -2.163 0.461 3.466
N2 -1.188 1.074 2.788
C15 -3.083 -0.550 2.774
O2 -4.112 -0.876 3.408
N3 -2.678 -0.988 1.597
C16 -3.534 -1.860 0.918
C17 -3.164 -3.204 0.747
C18 -1.909 -3.713 1.395
C19 -3.976 -4.059 0.009
C20 -5.153 -3.608 -0.568
C21 -5.509 -2.274 -0.413
C22 -4.716 -1.394 0.311
C23 -5.096 0.052 0.444
H1 4.428 1.412 1.202
H2 2.757 0.847 1.324
H3 3.348 2.031 2.486
H4 4.864 3.062 -0.373
H5 4.139 4.882 -1.900
H6 1.777 5.640 -1.840
H7 -0.885 3.961 -0.704
H8 -0.350 5.627 -0.917
H9 -0.581 4.955 0.716
H10 0.143 2.919 5.233
H11 -1.705 1.797 6.538
H12 -3.207 0.190 5.297
H13 -2.025 -3.774 2.480
H14 -1.076 -3.030 1.213
H15 -1.649 -4.705 1.017
H16 -3.675 -5.096 -0.113
H17 -5.775 -4.280 -1.148
H18 -6.414 -1.898 -0.880
H19 -6.023 0.259 -0.094
H20 -4.317 0.695 0.027
H21 -5.223 0.316 1.495
C24 1.572 2.850 -4.170
C25 1.574 1.885 -3.151
N4 0.483 1.131 -3.198
N5 -0.246 1.593 -4.234
C26 0.386 2.623 -4.831
B1 -1.715 1.215 -4.515
N6 -2.058 -0.228 -4.088
C27 -1.957 -1.332 -4.853
C28 -2.472 -2.397 -4.145
C29 -2.869 -1.828 -2.922
N7 -2.618 -0.527 -2.897
N8 -2.655 2.210 -3.793
C30 -3.877 2.586 -4.209
C31 -4.432 3.402 -3.246
C32 -3.437 3.464 -2.255
N9 -2.376 2.744 -2.590
H22 2.311 3.607 -4.367
H23 2.311 1.733 -2.374
H24 -0.070 3.125 -5.669
H25 -1.909 1.314 -5.711
H26 -1.544 -1.270 -5.847
H27 -2.547 -3.425 -4.459
H28 -3.319 -2.306 -2.064
H29 -4.260 2.242 -5.156
H30 -5.398 3.876 -3.256
H31 -3.445 4.002 -1.318
C33 -0.094 -2.349 4.071
Sb1 1.169 -1.432 2.583
C34 2.316 -0.293 3.996
C35 2.612 -3.090 2.656
C36 3.921 -2.738 2.029
C37 4.985 -2.353 2.847
C38 6.216 -1.979 2.332
C39 6.410 -1.994 0.958
C40 5.366 -2.375 0.131
C41 4.117 -2.741 0.634
C42 3.026 -3.071 -0.332
Sb2 2.158 -1.283 -1.262
C43 3.036 -1.647 -3.196
C44 0.321 -2.269 -1.766
H32 0.289 -2.104 5.062
H33 -0.079 -3.431 3.929
H34 -1.119 -1.995 3.983
H35 2.341 -0.843 4.939
H36 1.879 0.693 4.150
H37 3.329 -0.161 3.620
H38 2.135 -3.941 2.166
H39 2.748 -3.337 3.710
H40 4.830 -2.341 3.921
H41 7.013 -1.675 2.998
H42 7.363 -1.701 0.533
H43 5.508 -2.377 -0.945
H44 2.199 -3.611 0.127
H45 3.405 -3.675 -1.158
H46 2.890 -2.689 -3.485
H47 4.101 -1.410 -3.189
H48 2.536 -0.993 -3.910
H49 0.535 -3.218 -2.261
H50 -0.238 -1.631 -2.449
H51 -0.287 -2.454 -0.878

Here are the Mulliken charges for atoms 1 to 2, given in e: 1.29 -0.66

***

Formula: C44H51BN8S4Ti
Source: OMol25
Level of theory: wB97M-V/def2-TZVPD

Properties
* energy relative to the best compared isomer or geometry (same formula, charge and spin): 41.9 kJ/mol
* Kohn-Sham gap: 6.982 eV
* net charge: +2
* LUMO energy: -0.22236 Ha
* max |F|: 1.294 eV/A

Element x y z (Å)
Ti1 -1.600 -0.672 -3.217
C1 3.385 -2.425 -1.926
C2 2.989 -1.175 -1.199
C3 3.896 -0.354 -0.608
C4 3.480 0.839 0.028
N1 2.211 1.084 0.193
N2 1.310 0.232 -0.318
B1 -0.141 0.572 0.093
N3 -0.907 -0.659 0.621
N4 -0.164 -1.094 1.660
C5 -0.638 -2.017 2.441
C6 -1.952 -2.510 2.239
C7 -2.703 -2.092 1.185
C8 -4.090 -2.610 0.957
C9 -2.107 -1.154 0.282
S1 -2.940 -0.767 -1.176
C10 0.236 -2.524 3.578
C11 -0.488 -2.238 4.904
C12 1.599 -1.834 3.575
C13 0.427 -4.040 3.413
N5 -0.157 1.748 1.145
N6 0.250 1.870 2.391
C14 0.132 3.079 2.914
C15 -0.387 4.156 2.154
C16 -0.806 4.005 0.857
C17 -1.384 5.093 0.006
C18 -0.657 2.707 0.377
S2 -0.988 1.861 -1.112
C19 0.582 3.234 4.365
C20 0.337 4.656 4.869
C21 2.080 2.905 4.462
C22 -0.211 2.244 5.235
C23 1.621 -0.800 -1.107
S3 0.418 -1.697 -1.957
C24 4.481 1.844 0.564
C25 5.461 2.207 -0.563
C26 3.774 3.113 1.042
C27 5.243 1.202 1.732
H1 4.460 -2.582 -1.864
H2 2.875 -3.295 -1.506
H3 3.099 -2.370 -2.978
H4 4.948 -0.613 -0.632
H5 -2.365 -3.236 2.929
H6 -4.385 -3.281 1.762
H7 -4.806 -1.788 0.897
H8 -4.147 -3.148 0.010
H9 -0.694 -1.172 5.026
H10 -1.433 -2.781 4.978
H11 0.142 -2.561 5.736
H12 1.498 -0.747 3.627
H13 2.177 -2.176 4.435
H14 2.159 -2.076 2.667
H15 -0.524 -4.577 3.374
H16 0.989 -4.271 2.504
H17 0.987 -4.428 4.266
H18 -0.455 5.133 2.613
H19 -1.286 6.065 0.485
H20 -0.890 5.126 -0.967
H21 -2.445 4.902 -0.174
H22 0.928 5.395 4.320
H23 -0.720 4.934 4.814
H24 0.633 4.715 5.916
H25 2.686 3.678 3.982
H26 2.373 2.853 5.512
H27 2.299 1.942 3.996
H28 -1.282 2.465 5.208
H29 -0.054 1.222 4.890
H30 0.125 2.317 6.271
H31 4.934 2.633 -1.422
H32 6.170 2.954 -0.199
H33 6.040 1.345 -0.904
H34 3.220 3.589 0.229
H35 3.076 2.896 1.853
H36 4.523 3.819 1.406
H37 5.717 0.259 1.446
H38 6.030 1.880 2.068
H39 4.575 1.009 2.576
S4 -3.602 2.404 -5.667
C28 -4.737 2.067 -4.436
C29 -4.272 1.168 -3.527
C30 -2.952 0.722 -3.830
C31 -2.472 1.326 -4.974
C32 -1.167 0.982 -5.522
C33 -0.701 1.360 -6.771
C34 0.522 0.889 -7.206
C35 1.272 0.057 -6.381
C36 0.764 -0.274 -5.151
N7 -0.434 0.174 -4.718
H40 -5.697 2.565 -4.441
H41 -4.854 0.840 -2.677
H42 -1.307 2.010 -7.388
H43 0.892 1.160 -8.187
H44 2.233 -0.328 -6.691
H45 1.307 -0.909 -4.470
C37 -2.246 -2.163 -4.495
C38 -2.758 -3.187 -3.540
C39 -1.872 -4.019 -2.858
C40 -2.327 -4.920 -1.910
C41 -3.690 -5.017 -1.655
C42 -4.594 -4.234 -2.376
C43 -4.128 -3.321 -3.296
C44 -4.161 -5.907 -0.622
N8 -4.506 -6.592 0.236
H46 -2.995 -1.821 -5.198
H47 -1.352 -2.499 -5.025
H48 -0.814 -3.971 -3.080
H49 -1.634 -5.551 -1.368
H50 -5.656 -4.337 -2.190
H51 -4.829 -2.694 -3.835

Here are the Mulliken charges for atoms 1 to 2, given in e: -0.74 -1.62

***

Which of these has the lowest net charge? C44H51BCsN9O2Sb2